97
Properties=species:S:1:pos:R:3:forces:R:3 method="wB97M-V/def2-TZVPD" lumo_ev="4.06 / 3.49" homo_energy_ev="-1.13 / -1.42" energy_ev=-147253.2142 largest_force_ev_per_a=2.5 relative_energy_kcal_mol=75.2 homo_lumo_gap_ev="5.18 / 4.91" total_charge=-2 spin_multiplicity=2
H -1.2524 -0.5554 -4.2695 0.171 -0.099 0.037
H 0.2623 2.0878 4.8949 0.123 -0.022 0.077
H 2.8966 4.0754 -0.4711 0.119 -0.011 -0.005
H -2.6749 -0.0410 -6.2113 0.029 -0.036 -0.116
C -2.8993 -2.4329 -0.1892 -0.799 0.633 0.135
C -1.2483 2.6444 3.5087 -0.436 -0.573 0.016
H -0.7468 6.3324 -0.3679 -0.043 -0.019 0.071
C 1.4878 1.6005 -0.5195 -0.252 0.643 -0.216
N -0.9655 -1.1830 -0.2960 -0.515 -0.068 0.480
C -5.1440 -3.1718 0.0542 -0.067 -0.111 -0.031
C -0.1357 2.8875 4.2910 0.167 0.029 0.109
C -0.9980 4.2277 -0.1713 -0.090 0.244 -0.236
H 1.3421 4.3233 4.8764 0.057 0.010 0.049
C 5.8764 1.0947 -0.3500 -0.101 0.032 -0.031
N -0.8970 0.1802 2.5180 -2.117 1.250 -0.512
C 1.0822 2.9510 -0.3172 -0.611 -0.547 -0.052
C -0.3402 2.9869 -0.1654 0.427 -0.245 0.117
C -3.3369 -1.0990 -0.1853 -0.017 -0.685 0.180
C 0.2923 -6.5864 -0.2121 -0.125 0.148 -0.023
H 1.7066 6.2573 -0.4623 0.035 0.013 -0.025
O -1.9504 0.4763 4.8078 -0.037 0.356 -0.094
C 1.1549 5.3286 -0.3770 0.410 -0.046 0.071
C 3.1031 -6.3456 -0.3289 0.091 0.137 -0.027
C 2.3005 -5.2115 -0.3452 -0.529 -0.485 0.145
N 1.0343 -1.0721 2.3464 -0.203 0.125 -0.569
C -1.6672 0.2960 -1.7126 0.631 -0.563 1.213
N 2.7876 1.3565 -0.5511 0.848 -0.390 -0.036
H 2.7988 -2.1622 2.6140 0.183 -0.128 -0.019
N 0.4890 6.4334 3.5066 0.103 0.331 0.041
C 0.3715 -3.9903 -0.3655 1.104 0.310 -0.146
N 3.7923 -3.2549 -0.3633 0.294 -0.353 0.062
H -5.8704 -3.9688 0.1555 -0.023 -0.009 0.001
H 7.9822 1.3956 -0.1453 0.046 0.026 -0.048
H -5.3060 2.2114 -3.6975 -0.068 0.063 0.013
C -0.2184 -0.3079 -1.3691 0.012 -0.183 -1.374
C 1.8228 4.1290 -0.3752 0.188 0.337 0.097
H 1.4740 6.4345 3.7322 -0.090 0.008 -0.128
H -2.6830 3.4365 2.1672 -0.137 -0.007 -0.108
H 0.2991 6.9488 2.6586 0.138 -0.046 0.022
N 2.9264 -1.0229 -0.3888 0.419 -0.059 -0.317
C -2.1438 0.0377 -4.1494 0.140 0.011 0.541
N -1.9830 1.0952 -0.5108 -0.062 0.375 0.125
N 0.3156 0.8421 -0.5635 -0.677 0.336 0.261
F -5.0204 2.8224 -6.4295 0.129 0.119 0.177
O -3.2071 1.0745 2.7869 0.013 0.191 -0.308
C -4.0840 1.1106 -5.0818 0.160 -0.084 0.137
H -3.4408 -4.4984 -0.0821 0.033 -0.045 0.011
H 0.6574 -8.6876 -0.1319 0.000 -0.022 -0.012
N 1.3968 -3.1282 -0.4186 -0.621 -0.720 -0.105
C 0.8846 -5.3342 -0.3016 0.646 -0.394 -0.109
H 3.0933 -8.4878 -0.2799 0.066 0.019 0.031
C -4.6789 -0.7969 -0.0704 -0.069 0.013 0.049
H -0.7813 -6.6758 -0.1461 -0.151 0.000 -0.024
C 0.4551 4.1365 4.2847 -0.054 0.024 -0.114
C 4.8798 0.1397 -0.4395 0.616 -0.438 0.041
C 5.1920 -1.2378 -0.3955 0.497 0.758 -0.017
H 6.7453 -2.7083 -0.3080 0.047 -0.125 0.017
C -2.4669 0.5270 -2.8797 -0.433 0.303 -0.893
H -1.6658 5.7152 2.1780 -0.038 0.033 -0.048
C -0.7360 1.6547 -0.2149 0.423 0.297 0.155
H -6.6323 -1.6376 0.1509 -0.046 0.022 0.029
C -3.6259 1.3130 -2.7410 0.242 -0.152 0.110
C 3.9245 -1.9410 -0.3794 -0.828 0.617 -0.127
C 2.5782 -3.7982 -0.3766 -0.233 0.217 -0.116
C 1.8577 -1.4888 4.4455 -0.196 0.193 0.124
S -1.9295 0.9845 3.4447 0.346 -0.243 -0.150
S 0.4038 -0.5933 4.7999 0.685 -0.614 -0.057
H -2.0766 4.2714 -0.1346 -0.121 0.028 0.053
C -5.5756 -1.8495 0.0545 -0.078 0.143 -0.047
C -1.4522 -2.4847 -0.3291 0.637 -0.071 -0.007
C 1.1034 -7.7023 -0.2012 -0.069 -0.209 -0.006
H -3.8469 1.7091 -1.7627 -0.073 0.060 0.032
C -0.2498 5.3699 -0.2971 -0.524 0.008 -0.094
C -2.9402 0.3302 -5.2340 -0.461 0.212 -0.263
Cu 1.1382 -1.3375 0.3316 -0.114 0.312 0.929
H 4.1790 -6.2478 -0.3584 0.093 0.010 -0.020
C 2.0021 -1.6430 3.1181 0.073 -0.006 0.336
H 8.5435 -0.9819 -0.1991 0.031 -0.073 0.043
C 2.4947 -7.5843 -0.2747 0.066 -0.188 0.040
C -1.2377 4.9144 2.7638 0.116 0.086 0.287
H -5.0208 0.2246 -0.0573 -0.017 0.166 0.047
F -4.5157 0.9856 -7.4213 0.275 -0.221 0.005
H 5.6279 2.1441 -0.3293 -0.077 0.150 -0.042
C 0.1048 -0.4548 3.0419 1.127 -0.662 1.329
C -2.1338 -0.3147 -0.3849 -0.106 -0.223 -0.738
C 7.5021 -0.6901 -0.2555 0.245 0.002 -0.009
H 2.4865 -1.8476 5.2336 0.214 -0.137 0.146
F -6.2287 1.0798 -6.1279 0.027 -0.150 0.268
C -4.4232 1.5997 -3.8180 -0.066 -0.120 -0.488
C -1.8083 3.6570 2.7566 -0.034 -0.030 0.088
C 3.4312 0.2242 -0.4816 0.019 0.093 -0.016
C 7.1873 0.6673 -0.2480 0.158 0.096 -0.007
C 6.5124 -1.6543 -0.3240 -0.190 -0.124 -0.032
C -4.9363 1.4799 -6.2423 -0.404 0.254 -0.444
C -3.8019 -3.4804 -0.0745 0.182 0.101 0.017
C -0.0812 5.1581 3.5021 -0.230 -0.214 0.049
N -0.9194 -3.6741 -0.3617 -0.665 0.006 -0.007



104
Properties=species:S:1:pos:R:3:forces:R:3 method="wB97M-V/def2-TZVPD" lumo_ev=-1.68 homo_energy_ev=-6.97 energy_ev=-179261.4086 largest_force_ev_per_a=1.5 homo_lumo_gap_ev=5.29 total_charge=0
C 2.4415 -1.6761 2.7049 0.367 0.118 0.036
C 4.6708 -0.7885 2.4588 0.036 -0.020 -0.005
F 3.6014 2.8246 -0.4971 -0.003 -0.063 -0.019
H 5.3412 0.0207 2.2044 0.004 0.004 0.043
N -0.9613 -1.7433 1.1352 0.195 0.166 -0.250
H -0.7510 4.7160 3.4076 0.005 0.006 -0.017
H -3.6890 5.4512 -3.5456 0.007 0.002 -0.003
C 0.3390 3.4289 -0.8246 -0.159 -0.155 -0.143
H 0.1399 6.8425 4.3084 0.015 -0.005 0.028
C 4.0972 1.7880 -1.1577 0.141 -0.327 0.111
C -2.6467 3.7814 -2.6806 -0.003 -0.047 0.059
H -7.7304 -2.6628 0.7770 -0.003 -0.013 -0.011
C -3.1483 -2.1527 0.1572 0.159 -0.151 0.133
H -3.9015 1.1947 -2.9841 0.009 0.013 0.016
C 2.2649 -0.1252 -5.0871 0.072 0.032 -0.047
H -5.4457 -6.1849 -0.0204 -0.006 0.005 0.000
C 1.1777 3.8183 3.1631 -0.003 0.035 0.028
C -2.2788 -3.2028 2.3073 0.206 -0.136 0.341
C -0.3315 1.9454 4.9889 -0.048 -0.100 0.235
C -0.3495 2.1906 -0.8052 0.175 0.224 0.001
C 0.5653 2.4218 1.1738 -0.117 0.122 -0.498
F 2.5921 -0.8942 -6.1201 -0.042 0.055 0.078
H 3.2293 3.2061 3.0350 -0.013 -0.005 -0.005
Cl -8.1364 -5.4628 0.5322 -0.069 -0.046 -0.008
F 1.0054 0.2772 -5.2345 0.064 -0.011 -0.010
H 2.8741 0.3370 2.1174 0.050 0.030 0.012
F 3.0648 0.9366 -5.0746 -0.072 -0.068 -0.034
C -1.2199 -2.9587 3.0980 -0.246 -0.205 -0.157
S -0.8956 -2.6917 -1.8788 0.634 1.116 0.753
C 0.2028 -4.7280 -3.3762 0.004 0.044 0.095
H -3.3924 -4.8093 -0.2022 0.001 -0.002 0.020
H -1.0157 -3.3613 4.0787 -0.029 0.007 0.001
C -2.1621 -2.3851 1.1095 -0.112 0.491 -0.355
C -2.1022 4.7461 -4.7989 0.032 -0.112 0.097
C -1.3391 1.8576 -1.7587 -0.201 -0.033 0.132
N -0.1499 1.5473 0.4128 0.018 -0.724 -0.108
C -4.3918 -2.9590 0.2017 -0.070 0.003 0.002
C 0.3970 -3.8024 -2.2022 0.078 -0.141 -0.053
C -1.0779 3.8284 -4.9673 -0.001 0.022 -0.060
C 0.6294 2.5279 2.6298 0.115 -0.169 0.332
C -0.3869 -1.9554 2.4395 0.514 0.792 0.258
C -3.4441 0.5510 -2.2500 -0.042 -0.228 0.066
H -5.6814 -1.2929 0.6046 0.002 -0.004 0.028
N 3.5001 -0.3296 -2.6143 -0.063 -0.136 0.123
C -6.7784 -3.1275 0.5595 -0.061 0.004 -0.007
C 0.0957 1.7633 3.5876 0.282 0.098 -0.055
H 4.1186 5.3337 3.9312 -0.007 -0.020 0.016
C -5.4887 -5.1132 0.1188 -0.047 -0.072 0.009
O 1.1390 -0.9913 -2.8477 -0.259 0.046 -0.237
S 1.7414 -2.7470 -0.0980 -0.573 0.249 -0.245
H -0.3278 2.7678 5.6817 -0.007 0.004 -0.021
C -2.1726 0.7674 -1.6536 0.102 0.283 -0.402
C 3.2993 -0.6163 2.4086 -0.158 -0.108 0.043
C 5.1829 -2.0222 2.8305 -0.165 0.068 -0.045
N -1.9120 -0.2849 -0.7816 0.100 -0.657 -0.007
C 0.9100 3.5731 0.4037 0.060 -0.153 0.224
C -0.9007 0.7272 4.9586 0.352 0.074 0.080
C 2.1799 6.2020 4.1795 -0.132 -0.176 -0.082
C -6.7015 -4.5010 0.3915 0.149 0.091 0.002
H 0.9990 -4.5739 -4.1078 -0.043 -0.003 -0.053
C 2.5981 -4.8427 -1.6560 -0.109 0.148 0.007
O 1.8555 1.5879 -2.5073 0.045 0.406 -0.056
H 2.1786 -5.8420 -1.7857 0.042 -0.013 0.009
S 2.7041 0.7228 -1.7521 0.824 0.861 -0.361
H -0.0374 2.1705 -4.0938 0.056 -0.013 -0.023
C -0.8385 2.8857 -3.9805 -0.063 -0.034 0.099
C -4.3425 -4.3404 0.0252 0.019 0.063 -0.046
Cl 2.7993 7.6842 4.8258 0.061 0.096 0.023
C 1.5009 -3.8366 -1.4363 -0.148 -0.156 0.007
H 1.4889 4.4078 0.7596 -0.079 0.070 0.002
C -1.6195 2.8562 -2.8293 0.046 0.014 -0.109
O 2.8651 -2.3998 -3.9176 0.351 -0.083 0.015
C -3.9809 -0.5703 -1.6772 -0.035 0.028 -0.084
H -4.9406 -1.0190 -1.8728 -0.024 0.065 0.001
H 4.7683 -4.0480 3.3827 -0.003 0.000 0.004
H 0.2277 -5.7770 -3.0710 0.003 0.008 0.010
C -2.8922 4.7294 -3.6611 -0.030 0.024 -0.029
H -0.7573 -4.5368 -3.8523 0.032 -0.035 -0.074
F 4.7775 2.2196 -2.2085 -0.037 -0.025 0.071
H -0.4768 3.8496 -5.8661 0.006 0.014 0.013
H 0.3537 4.1216 -1.6498 0.012 0.009 0.021
Cl 6.8966 -2.2272 2.9459 0.128 -0.044 -0.023
C -3.0290 -1.0753 -0.7436 0.099 0.046 0.121
C -5.6258 -2.3651 0.4617 0.028 -0.033 0.003
C 4.3446 -3.0908 3.1125 0.046 -0.018 0.009
C 0.3174 4.8481 3.5283 0.031 -0.023 -0.044
Ta 0.0565 -0.8935 -0.4383 -0.488 -0.904 0.199
C 0.8111 6.0398 4.0350 -0.010 0.062 0.024
C 0.0452 -0.6606 3.1107 0.172 -0.953 -0.245
F 4.9040 1.1040 -0.3486 -0.041 0.031 -0.082
C 2.5472 4.0006 3.3141 -0.014 -0.028 -0.024
C 1.0082 -1.4405 2.7244 -0.163 0.100 0.149
C 3.0529 5.1886 3.8177 0.091 0.081 0.029
S 2.4421 -1.1127 -3.4951 -0.421 -0.176 0.053
H 3.1569 -4.5871 -2.5569 0.079 -0.011 -0.028
O 2.1249 0.1634 -0.5253 -0.763 -0.179 0.430
C 2.9747 -2.9169 3.0408 -0.071 0.037 -0.062
N -0.5095 0.4653 3.5917 -0.824 0.357 -0.391
Cl -2.4003 5.9293 -6.0290 -0.022 0.070 -0.070
H 2.3114 -3.7502 3.2352 0.004 0.007 0.015
H -3.1149 -3.8521 2.5099 -0.021 0.025 0.030
H 3.2825 -4.8482 -0.8096 0.038 -0.059 -0.036
H -1.4612 0.0669 5.5998 -0.060 0.024 -0.027
H -3.2568 3.7615 -1.7854 0.016 0.023 0.004